DFT (ωB97M-V/def2-TZVPD) results for a cluster of 2 separate species, CH4ClOP in total at a distorted geometry.

Calculated values
Energy, eV: -24960.3318
Energy relative to the best compared isomer or geometry (same formula, charge and spin), kJ/mol: 150.47
Highest occupied orbital energy, Ha: -0.372
SMILES: CP=O.Cl
Orbital gap, eV: 9.0373

Atoms and positions in Å:
C 0.76442 1.21912 0.37613
P -0.37271 0.80780 -1.00998
O -1.61127 0.50811 -0.25868
H 1.67039 0.60681 0.25803
H 0.34544 1.21078 1.37444
H 1.16527 2.22654 0.02377
Cl -4.20662 -0.41090 0.87930
H -3.14004 0.05162 0.31979

Results of the natural (NBO) charge analysis, in e, for atoms 1 through 6: -1.060 1.361 -1.022 0.249 0.263 0.242

=====

DFT (ωB97M-V/def2-TZVPD) results for an isolated molecule of C3H8P2 at a distorted geometry.

Calculated values
Energy, eV: -21815.0826
Energy relative to the best compared isomer or geometry (same formula, charge and spin), kJ/mol: 162.39
Highest occupied orbital energy (spin up / spin down), Ha: -0.273 / -0.276
SMILES: C=P(C)=PC
Orbital gap (spin up / spin down), eV: 6.9893 / 7.1799

Atoms and positions in Å:
C -0.56699 0.94186 1.05317
P -0.84364 0.23677 -0.55981
C -2.09076 -1.00944 -0.10013
P 1.15843 -0.84018 -0.00026
C 2.39137 0.29004 -0.80623
H -1.19593 0.68149 1.88439
H 0.14985 1.85030 1.05651
H -2.83692 -0.52764 0.48955
H -1.51547 -1.61391 0.65378
H -2.55567 -1.68550 -0.92239
H 3.13812 0.79031 -0.12244
H 1.97670 1.22945 -1.11988
H 2.79092 -0.34355 -1.50627

Results of the natural (NBO) charge analysis, in e, for atoms 1 through 6: -0.779 0.572 -0.966 0.278 -0.970 0.212

=====

DFT (ωB97M-V/def2-TZVPD) results for an isolated molecule of C19H25ClN4O2.

Calculated values
Energy, eV: -42687.6095
Energy relative to the best compared isomer or geometry (same formula, charge and spin), kJ/mol: 18.30
Highest occupied orbital energy, Ha: -0.309
SMILES: CCN(CC(=O)NCc1ccc(Cl)cc1)CC(=O)NC1(C#N)CCCC1
Orbital gap, eV: 9.0438

Atoms and positions in Å:
C 4.20771 2.47734 -2.23267
C 3.85475 2.27567 -0.76222
N 3.75979 0.86673 -0.43062
C 2.87826 0.04723 -1.22922
C 1.50947 0.65198 -1.55751
O 1.01327 1.58546 -0.94802
N 0.92451 0.10852 -2.64353
C -0.37736 0.55345 -3.11187
C -1.51204 -0.00630 -2.29064
C -1.75325 -1.37416 -2.26078
C -2.76058 -1.89832 -1.47310
C -3.53536 -1.04293 -0.70758
Cl -4.78397 -1.68848 0.29959
C -3.32148 0.32496 -0.73386
C -2.30682 0.83443 -1.52438
C 3.94229 0.48635 0.95473
C 2.72444 -0.12115 1.65546
O 2.78840 -1.18534 2.23483
N 1.60310 0.63983 1.59951
C 0.29652 0.05779 1.88473
C 0.07325 -0.97193 0.88436
N -0.02605 -1.75124 0.05249
C -0.81457 1.11222 1.79784
C -1.93393 0.49071 2.62215
C -1.19755 -0.07797 3.83732
C 0.17115 -0.53405 3.30743
H 5.06922 1.87015 -2.49833
H 3.37292 2.20892 -2.87541
H 4.44842 3.52273 -2.40752
H 2.93461 2.83662 -0.53782
H 4.66123 2.68944 -0.15142
H 3.37448 -0.18555 -2.18132
H 2.71155 -0.89993 -0.70804
H 1.26625 -0.77662 -2.98138
H -0.38432 1.64446 -3.04624
H -0.47474 0.25450 -4.15855
H -1.14464 -2.04239 -2.85077
H -2.93572 -2.96162 -1.44253
H -3.93473 0.98070 -0.13567
H -2.12882 1.89969 -1.54148
H 4.73415 -0.27399 1.01639
H 4.26611 1.35563 1.53130
H 1.57010 1.37780 0.89991
H -1.09192 1.32435 0.76667
H -0.45579 2.02954 2.26759
H -2.70027 1.21279 2.89933
H -2.40435 -0.31363 2.05364
H -1.74668 -0.89677 4.29875
H -1.06635 0.70405 4.58627
H 0.98870 -0.15925 3.92078
H 0.25951 -1.61908 3.27402

Results of the natural (NBO) charge analysis, in e, for atoms 1 through 6: -0.617 -0.209 -0.455 -0.331 0.697 -0.674